ORCA calculation (ωB97M-V/def2-TZVPD) on a molecular structure, C33H30DyN7O5S at a distorted geometry.

```
77
C33H30DyN7O5S ωB97M-V/def2-TZVPD
Dy 1.52752 0.64358 0.77614
C 2.69405 -2.86599 2.96337
O 1.79620 -3.51346 2.06198
C 1.98785 -3.37457 0.72563
C 1.71348 -4.47701 -0.06301
C 1.80178 -4.41948 -1.45415
C 2.13739 -3.22240 -2.05278
C 2.38533 -2.08560 -1.27388
C 2.49591 -0.80375 -1.98341
N 2.38491 0.33397 -1.41144
N 2.36207 1.45262 -2.25730
C 1.85891 2.48611 -1.63618
O 1.47250 2.53311 -0.39619
C 1.69529 3.72623 -2.45014
C 1.69025 4.95157 -1.79225
C 1.57316 6.13631 -2.50762
C 1.43381 6.09724 -3.88832
C 1.41063 4.87299 -4.54772
C 1.54497 3.69108 -3.83394
C 2.36534 -2.15808 0.13693
O 2.66693 -1.09880 0.87467
H 2.42192 -1.82672 3.12453
H 3.72146 -2.91447 2.59707
H 2.61631 -3.41641 3.89725
H 1.42271 -5.39046 0.44279
H 1.60078 -5.30081 -2.04909
H 2.18319 -3.13628 -3.13416
H 2.57957 -0.82752 -3.07210
H 1.74966 4.97084 -0.71001
H 1.57835 7.08591 -1.98725
H 1.33405 7.01813 -4.44908
H 1.28253 4.84008 -5.62255
H 1.54347 2.73288 -4.33555
C -6.97976 0.52400 -1.58413
O -6.29913 0.84801 -0.38216
C -5.88111 -0.18441 0.39694
C -5.15802 0.16435 1.54001
C -4.67225 -0.81363 2.38276
C -4.91293 -2.16031 2.10407
C -5.68075 -2.49511 1.00987
C -6.15149 -1.52014 0.13121
N -4.52580 -3.26405 2.97305
N -3.41267 -3.30335 3.51831
C -2.38366 -2.33083 3.19538
C -1.76153 -1.72919 4.24737
C -0.81061 -0.70248 4.07062
C -0.43216 -0.30026 2.81444
O 0.41172 0.68944 2.58176
C -0.98406 -1.02824 1.69722
N -0.50208 -0.71464 0.45014
C -0.95274 -1.35529 -0.60010
C -1.87723 -2.40528 -0.50433
C -2.35002 -2.75202 0.72528
C -1.94388 -2.03685 1.87845
H -7.16364 1.46377 -2.09422
H -7.93328 0.03247 -1.37888
H -6.37022 -0.11995 -2.22156
H -4.98509 1.21336 1.74474
H -4.11122 -0.53026 3.26367
H -5.90669 -3.54128 0.83392
H -6.73442 -1.81522 -0.72792
H -2.05888 -2.02793 5.24689
H -0.36646 -0.20323 4.92288
H -0.54215 -1.06754 -1.56156
H -2.17903 -2.93766 -1.39549
H -3.02523 -3.59057 0.82687
C 5.14066 3.37000 -1.13910
N 4.38333 3.17084 0.08450
C 4.47313 2.09644 0.85722
N 5.37169 1.15718 0.52949
S 3.50818 1.92350 2.26904
H 4.81560 4.30184 -1.59335
H 4.94090 2.56812 -1.85533
H 6.21014 3.43486 -0.93233
H 3.61566 3.78564 0.30706
H 5.81810 1.15099 -0.37143
H 5.32689 0.29407 1.04652
```

Properties
<S²>	9.333
2S+1	6
LUMO energy (alpha / beta)	-0.031 / -0.025	eV
energy above the lowest of the compared OMol25 structures with the same formula, charge and spin	0.00	kcal per mole
Kohn-Sham gap (alpha / beta)	7.43 / 7.44	eV
total charge	0

ORCA calculation (ωB97M-V/def2-TZVPD) on C6H13O2P in the gas phase at a distorted geometry.

```
22
C6H13O2P ωB97M-V/def2-TZVPD
C -2.71616 -0.26400 -1.11840
C -1.45614 -0.98635 -1.43313
P -0.13739 -0.57397 -0.45440
C 1.25828 -1.79129 -0.97883
O -0.00526 -0.63543 1.23769
C 0.52087 0.35567 2.09895
C 1.44746 1.16495 1.25798
C 0.75748 1.82500 0.02683
O 0.19936 0.90813 -0.98411
H -2.42941 0.58469 -0.44956
H -3.27779 0.17854 -2.02719
H -3.43465 -0.76152 -0.43809
H -1.74153 -2.02414 -1.36284
H 2.32409 -1.67516 -0.65361
H 1.06062 -2.84024 -0.73757
H 1.29425 -1.68789 -2.04034
H 1.01686 -0.17618 2.92190
H -0.32816 0.85377 2.40911
H 1.85784 2.09558 1.66604
H 2.25262 0.56925 1.06069
H 0.02183 2.41829 0.43526
H 1.51495 2.46230 -0.43637
```

Properties
SMILES string	CC=P1(C)OCCCO1
2S+1	1
LUMO energy	0.749	eV
energy above the lowest of the compared OMol25 structures with the same formula, charge and spin	60.03	kcal per mole
Kohn-Sham gap	8.11	eV
total charge	0

ORCA calculation (ωB97M-V/def2-TZVPD) on C3H7ClO2Si in the gas phase at a distorted geometry.

```
14
C3H7ClO2Si ωB97M-V/def2-TZVPD
C 0.32727 0.02734 -1.66859
Si -0.33619 -0.58728 -0.00882
C 0.92741 -1.37033 1.18519
Cl -1.95800 -1.77252 -0.25002
O -0.76185 0.62890 1.01412
C -1.09544 1.87220 0.70752
O -1.31168 2.24744 -0.42821
H 1.35747 0.50719 -1.43074
H 0.72948 -0.81631 -2.42462
H -0.30403 0.78157 -2.20951
H 1.47900 -2.06808 0.64764
H 1.73397 -0.60465 1.28187
H 0.45112 -1.45934 2.11365
H -1.23852 2.61389 1.47051
```

Properties
SMILES string	C[Si](C)(Cl)OC=O
2S+1	1
LUMO energy	0.670	eV
energy above the lowest of the compared OMol25 structures with the same formula, charge and spin	14.67	kcal per mole
Kohn-Sham gap	11.31	eV
total charge	0

ORCA calculation (ωB97M-V/def2-TZVPD) on 2 unconnected molecules or ions with the total composition C12H4Cl4N3O2 at a distorted geometry.

```
25
C12H4Cl4N3O2 ωB97M-V/def2-TZVPD
Cl 0.17084 -4.29179 2.97965
C -0.31288 -2.65696 3.05203
C 0.58714 -1.66335 2.72981
Cl 2.14294 -2.04852 2.16823
C 0.25247 -0.26963 2.87223
O 1.07856 0.61417 2.69254
C -1.15802 0.06799 3.27493
O -1.53076 1.23788 3.32405
C -2.03722 -1.01998 3.60567
Cl -3.60038 -0.63719 4.15000
C -1.62726 -2.33296 3.50842
Cl -2.68074 -3.58485 3.99240
C -0.44501 0.28558 -3.61517
C -0.15663 0.29694 -2.25989
C 0.78177 1.15612 -1.82947
C 1.47322 2.05709 -2.78013
C 1.17598 2.02814 -4.08884
C 0.20684 1.13175 -4.50908
N 2.39870 2.83646 -2.04630
N 2.20824 2.37466 -0.78663
N 1.30117 1.40117 -0.53879
H -1.19610 -0.39936 -3.98790
H -0.66339 -0.35611 -1.56530
H 1.68066 2.68448 -4.78227
H -0.05015 1.08825 -5.56019
```

Properties
2S+1	1
LUMO energy	-0.371	eV
energy above the lowest of the compared OMol25 structures with the same formula, charge and spin	18.59	kcal per mole
Kohn-Sham gap	3.51	eV
total charge	-1